No. 1
101
Properties=species:S:1:pos:R:3 method="wB97M-V/def2-TZVPD" total_charge=-1 de_lowest_kcal_mol=128.67 largest_force_ev_per_a=5.1 lumo_ev=1.71
K -0.798 -0.851 0.446
C 0.048 -3.962 -1.758
O 1.452 -3.911 -1.785
O -0.231 -3.638 -0.396
C -0.644 -2.984 -2.834
F -1.958 -3.127 -2.934
F -0.389 -1.747 -2.643
F -0.129 -3.216 -4.041
C 2.208 -4.894 -2.473
C 3.594 -4.521 -2.163
H 3.856 -3.634 -2.739
H 3.880 -4.222 -1.154
H 4.216 -5.344 -2.515
H 1.925 -4.928 -3.525
H 2.156 -5.899 -2.054
H -0.245 -4.982 -2.006
C 0.087 -2.096 4.471
O 1.412 -2.581 4.612
O -0.088 -1.994 3.082
C -0.833 -2.938 5.375
F -2.090 -2.535 5.542
F -0.995 -4.185 4.916
F -0.238 -3.064 6.612
C 2.438 -1.714 5.059
C 3.792 -2.363 4.693
H 3.926 -3.281 5.265
H 3.935 -2.762 3.688
H 4.564 -1.662 5.011
H 2.273 -1.664 6.136
H 2.539 -0.739 4.582
H 0.076 -1.146 5.005
O 1.993 -0.434 0.357
P 3.090 0.513 -0.062
N 4.349 0.568 1.079
C 5.033 -0.705 1.376
C 4.179 1.457 2.217
N 2.656 2.103 -0.354
C 1.306 2.313 -0.904
C 3.603 3.179 -0.608
N 3.960 -0.002 -1.537
C 3.118 -0.551 -2.644
C 5.304 0.387 -1.897
H 4.584 -1.541 0.840
H 4.902 -1.032 2.408
H 6.082 -0.519 1.145
H 3.500 2.289 2.032
H 5.153 1.850 2.509
H 3.912 0.856 3.086
H 0.867 3.019 -0.199
H 1.420 2.751 -1.895
H 0.696 1.421 -0.758
H 4.549 2.713 -0.331
H 3.665 3.471 -1.656
H 3.439 4.050 0.028
H 3.607 -1.269 -3.302
H 2.198 -0.955 -2.221
H 2.804 0.299 -3.250
H 5.644 1.318 -1.442
H 5.473 0.562 -2.959
H 5.810 -0.527 -1.586
O -2.963 -0.178 -1.439
P -4.252 0.494 -1.844
N -4.448 2.195 -1.558
C -5.704 2.868 -1.646
C -3.539 2.835 -0.606
N -5.647 -0.169 -1.076
C -6.972 -0.362 -1.656
C -5.549 -0.570 0.286
N -4.640 0.379 -3.464
C -3.974 1.194 -4.441
C -4.850 -0.965 -4.058
H -5.571 3.936 -1.476
H -6.301 2.553 -0.790
H -6.219 2.651 -2.581
H -2.502 2.524 -0.736
H -3.830 2.573 0.411
H -3.555 3.895 -0.860
H -7.044 -0.154 -2.723
H -7.155 -1.429 -1.526
H -7.679 0.293 -1.147
H -6.413 -1.197 0.504
H -4.633 -1.114 0.517
H -5.661 0.326 0.898
H -4.571 1.321 -5.344
H -3.772 2.110 -3.884
H -3.013 0.764 -4.724
H -5.631 -0.930 -4.818
H -5.136 -1.717 -3.322
H -4.010 -1.381 -4.615
O -1.258 1.482 2.113
C -0.668 2.527 2.317
O 0.417 2.647 3.150
C 1.012 3.937 3.100
C 0.061 4.753 2.266
C -1.058 3.898 1.805
H 2.002 3.834 2.658
H 1.136 4.332 4.109
H 0.628 5.124 1.413
H -0.398 5.591 2.791
H -1.273 4.023 0.744
H -2.002 4.110 2.307

=====

No. 2
94
Properties=species:S:1:pos:R:3 method="wB97M-V/def2-TZVPD" total_charge=+4 de_lowest_kcal_mol=0.00 largest_force_ev_per_a=0.9 lumo_ev=-12.06
Os 0.228 0.650 0.263
C -1.157 -0.869 3.861
N -2.167 0.102 3.431
C -3.277 0.271 4.387
C -2.029 0.822 2.330
N -0.701 1.051 1.880
C 0.106 1.850 2.851
C 0.683 3.005 2.070
N 1.316 2.435 0.838
C 2.764 2.114 1.093
C 3.067 0.751 0.512
N 1.937 -0.168 0.787
C 2.242 -1.333 1.493
N 1.604 -2.474 1.253
C 1.123 -2.870 -0.063
C 1.471 -3.519 2.278
N 3.234 -1.332 2.392
C 3.530 -0.252 3.328
C 4.164 -2.469 2.518
C 1.167 3.398 -0.280
C 1.448 2.679 -1.572
N 0.635 1.416 -1.567
C 0.240 1.122 -2.870
N 1.181 1.031 -3.804
C 2.518 0.520 -3.499
C 1.016 1.498 -5.191
N -1.060 0.958 -3.154
C -1.529 0.345 -4.402
C -2.069 1.853 -2.563
N -3.049 1.354 1.676
C -4.405 0.790 1.746
C -2.966 2.590 0.898
H -1.666 -1.794 4.130
H -0.629 -0.500 4.741
H -0.459 -1.069 3.052
H -2.841 0.303 5.385
H -3.976 -0.562 4.339
H -3.793 1.208 4.208
H 0.890 1.205 3.249
H -0.506 2.189 3.687
H 1.401 3.605 2.630
H -0.130 3.662 1.763
H 2.937 2.136 2.165
H 3.389 2.890 0.650
H 4.003 0.336 0.878
H 3.155 0.828 -0.571
H 0.042 -2.825 -0.087
H 1.447 -3.896 -0.242
H 1.554 -2.229 -0.831
H 1.583 -3.086 3.269
H 2.203 -4.315 2.145
H 0.477 -3.951 2.179
H 2.740 0.488 3.324
H 4.487 0.221 3.102
H 3.590 -0.675 4.331
H 3.985 -3.203 1.742
H 4.087 -2.935 3.500
H 5.175 -2.078 2.395
H 1.808 4.269 -0.126
H 0.130 3.738 -0.295
H 2.512 2.487 -1.721
H 1.122 3.322 -2.392
H 2.498 -0.043 -2.568
H 3.253 1.324 -3.444
H 2.819 -0.149 -4.305
H 0.117 2.095 -5.292
H 1.010 0.667 -5.896
H 1.868 2.139 -5.416
H -1.766 1.086 -5.165
H -2.447 -0.195 -4.175
H -0.789 -0.349 -4.791
H -1.736 2.215 -1.596
H -3.002 1.311 -2.434
H -2.237 2.695 -3.238
H -4.368 -0.225 2.125
H -4.799 0.774 0.730
H -5.065 1.397 2.364
H -1.933 2.832 0.664
H -3.411 3.413 1.460
H -3.525 2.458 -0.027
C -3.405 -3.611 -2.452
N -2.834 -2.736 -1.414
C -1.762 -1.969 -1.469
S -1.691 -0.736 -0.210
N -0.795 -2.111 -2.362
C -0.503 -3.266 -3.221
H -4.488 -3.540 -2.382
H -3.110 -4.648 -2.306
H -3.109 -3.268 -3.438
H -3.391 -2.629 -0.578
H -0.155 -1.335 -2.389
H -0.826 -4.182 -2.733
H 0.575 -3.314 -3.358
H -0.974 -3.187 -4.199

=====

No. 3
90
Properties=species:S:1:pos:R:3 method="wB97M-V/def2-TZVPD" total_charge=0 de_lowest_kcal_mol=57.46 largest_force_ev_per_a=10.8 smiles=CCN(CC)CC.CCN(CC)CC.CCN(CC)CC.ClCCCl.ClCCCl.ClCCCl lumo_ev=0.56
Cl 17.391 20.278 15.244
C 19.173 20.552 15.128
C 19.505 21.964 15.663
Cl 21.267 22.210 15.465
H 19.372 20.552 14.164
H 19.776 19.683 15.782
H 19.397 22.092 16.630
H 19.111 22.949 15.100
Cl 20.441 11.393 15.579
C 19.494 11.697 17.050
C 20.371 11.575 18.386
Cl 21.441 13.043 18.436
H 19.058 10.737 17.223
H 18.629 12.540 16.828
H 21.027 10.734 18.391
H 19.724 11.683 19.278
Cl 18.424 15.119 17.877
C 19.243 16.473 18.548
C 18.714 17.777 18.041
Cl 19.424 18.994 19.116
H 20.417 16.392 18.514
H 18.801 16.341 19.366
H 17.673 17.867 18.107
H 18.953 17.795 16.937
C 15.095 24.304 20.789
C 15.635 22.877 20.484
N 14.761 21.776 20.888
C 14.800 20.543 20.175
C 16.057 20.080 19.589
C 14.992 21.513 22.219
C 14.147 20.555 23.097
H 14.160 24.368 20.289
H 15.821 24.919 20.430
H 14.946 24.589 21.729
H 16.520 22.990 20.841
H 15.799 22.685 19.417
H 14.230 21.108 19.263
H 13.969 20.018 20.606
H 16.999 20.569 19.641
H 15.780 19.536 18.730
H 16.458 19.210 20.227
H 15.209 22.355 22.754
H 15.848 20.890 22.369
H 14.523 20.563 24.229
H 14.078 19.537 22.510
H 13.105 20.902 23.116
C 19.191 14.025 21.554
C 18.060 15.011 22.277
N 18.777 16.324 22.604
C 18.214 17.566 22.447
C 16.859 17.637 22.903
C 19.643 16.176 23.863
C 20.750 17.333 23.964
H 18.922 12.895 21.600
H 20.172 14.031 21.952
H 19.315 14.226 20.462
H 17.874 14.395 23.016
H 17.196 15.048 21.754
H 17.919 17.555 21.299
H 18.643 18.483 22.449
H 16.118 16.789 23.170
H 16.329 18.399 22.703
H 17.098 17.760 23.937
H 19.989 15.174 24.043
H 18.969 16.269 24.685
H 20.356 18.323 24.304
H 21.352 17.233 22.890
H 21.634 17.166 24.848
C 14.921 15.260 18.065
C 14.953 15.163 19.584
N 13.616 15.646 20.124
C 13.231 15.064 21.296
C 14.142 14.665 22.176
C 13.630 17.094 20.195
C 12.206 17.776 20.418
H 13.971 14.921 17.751
H 15.705 14.857 17.719
H 15.009 16.259 17.762
H 15.686 15.709 20.088
H 14.995 13.911 19.600
H 12.708 14.177 20.830
H 12.319 15.537 21.646
H 15.225 14.510 22.094
H 13.738 13.830 22.709
H 14.100 15.363 23.104
H 14.036 17.493 19.375
H 14.082 17.538 20.988
H 12.046 17.359 21.454
H 11.514 17.232 19.824
H 12.231 18.731 20.426

=====

No. 4
106
Properties=species:S:1:pos:R:3 method="wB97M-V/def2-TZVPD" total_charge=0 largest_force_ev_per_a=3.5 lumo_ev=-0.81
C -2.898 -1.321 -6.632
C -1.582 -1.386 -7.371
C -0.424 -1.987 -6.557
C -0.410 -3.613 -6.545
N 0.792 -4.340 -5.802
C 0.979 -3.972 -4.373
C 0.751 -5.251 -3.573
C 1.216 -6.352 -4.544
C 0.634 -5.918 -5.841
C 2.032 -4.057 -6.665
H -3.315 -2.277 -6.316
H -3.775 -0.927 -7.146
H -2.709 -0.714 -5.747
H -1.236 -0.353 -7.415
H -1.672 -1.896 -8.330
H -0.584 -1.705 -5.516
H 0.474 -1.501 -6.941
H -0.614 -4.086 -7.506
H -1.312 -3.880 -5.994
H 1.983 -3.577 -4.223
H 0.307 -3.147 -4.131
H 1.372 -5.290 -2.678
H -0.311 -5.338 -3.341
H 2.306 -6.367 -4.580
H 0.851 -7.295 -4.137
H 1.033 -6.413 -6.727
H -0.450 -6.023 -5.817
H 2.196 -2.980 -6.648
H 1.821 -4.371 -7.687
H 2.873 -4.638 -6.285
Cl 5.207 1.234 -3.628
O 5.007 1.915 -4.872
O 3.892 1.017 -3.073
O 5.727 -0.046 -3.922
O 6.019 1.909 -2.626
C 5.033 -2.265 -13.171
Cl 5.352 -1.441 -14.699
Cl 3.297 -2.624 -12.949
Cl 5.998 -3.687 -13.122
Cl 5.546 -1.213 -11.820
C 11.359 -5.248 -6.800
C 9.864 -4.856 -6.756
O 9.497 -3.881 -7.737
O 11.605 -6.340 -5.926
H 11.900 -4.408 -6.364
H 11.623 -5.435 -7.840
H 9.360 -4.642 -5.814
H 9.252 -5.730 -6.978
H 8.572 -3.660 -7.603
H 12.528 -6.585 -6.020
C -3.938 -0.581 -1.198
C -5.458 -0.421 -1.396
O -6.123 -0.807 -0.216
O -3.586 -1.928 -1.248
H -3.533 -0.104 -0.305
H -3.482 -0.243 -2.128
H -5.904 -0.941 -2.244
H -5.711 0.615 -1.621
H -7.038 -0.622 -0.437
H -3.432 -2.217 -0.346
C 5.428 -9.621 -10.024
C 6.527 -9.955 -11.019
O 6.121 -9.760 -12.374
O 5.978 -9.502 -8.755
H 4.623 -10.330 -10.215
H 5.058 -8.606 -10.168
H 6.861 -10.969 -10.800
H 7.328 -9.234 -10.861
H 5.344 -10.287 -12.572
H 6.457 -10.302 -8.525
C 7.600 -8.505 -0.663
C 6.295 -9.214 -0.116
O 6.088 -8.835 1.251
O 7.614 -8.327 -2.050
H 8.394 -9.109 -0.225
H 7.724 -7.517 -0.219
H 6.386 -10.298 -0.177
H 5.471 -8.976 -0.789
H 5.133 -8.741 1.245
H 8.417 -7.960 -2.427
C -2.486 -10.723 2.083
C -1.451 -10.248 1.069
O -0.529 -9.482 1.776
O -3.625 -9.889 2.226
H -2.157 -10.818 3.117
H -2.821 -11.714 1.777
H -1.860 -9.554 0.334
H -1.009 -11.002 0.418
H -0.984 -8.651 1.935
H -4.410 -10.321 2.570
Cl -2.223 6.498 -1.954
C -0.727 5.540 -2.275
C -0.681 5.029 -3.756
Cl -0.522 6.390 -4.929
H -0.687 4.726 -1.552
H 0.196 6.100 -2.123
H -1.525 4.407 -4.052
H 0.166 4.354 -3.883
Cl -13.471 -1.896 -3.900
C -12.636 -1.132 -5.321
C -12.018 0.208 -4.933
Cl -10.475 0.440 -5.839
H -13.361 -0.996 -6.123
H -11.882 -1.843 -5.658
H -11.719 0.296 -3.888
H -12.509 1.127 -5.252